The following is a quantum chemistry calculation of 2 unconnected molecules or ions with the total composition C2H6ClISi in a non-equilibrium geometry, from OMol25.

Geometry as XYZ:
```
11
Properties=species:S:1:pos:R:3
C 0.201 0.187 -1.222
C 0.820 0.548 1.844
Si -0.186 1.133 0.296
Cl -0.638 3.015 0.060
I 4.058 -0.292 0.000
H 1.251 0.310 -1.541
H -0.084 -0.865 -1.066
H -0.315 0.419 -2.103
H 0.433 -0.262 2.407
H 1.769 0.019 1.412
H 1.039 1.479 2.317
```

Its orbital gap (spin up / spin down) is 4.14 / 4.13 eV. Its relative energy (zero: lowest compared OMol25 entry of this formula, charge and spin) is 81.3 kcal per mole. As for the total charge: 0.